Model i:
Here is a structure of composition C6H15NO3 from OMol25. Energies are from ωB97M-V/def2-TZVPD.

Structure (XYZ):
```
25
C6H15NO3 ωB97M-V/def2-TZVPD
C -2.22233 0.93014 0.48459
O -1.09800 0.55807 -0.27657
C 0.20226 0.78699 0.28440
C 0.49960 2.28945 0.30702
C 0.32041 0.20737 1.69611
C 1.18860 0.12189 -0.69061
C 1.04827 -1.34721 -1.07936
N -0.17650 -1.63170 -1.80255
O 2.07649 -1.95160 -1.44774
H -2.34454 0.29236 1.37336
H -2.17528 1.98264 0.80258
H -3.09829 0.80042 -0.16082
H -0.08801 2.80276 1.07931
H 1.56134 2.45672 0.53384
H 0.27537 2.74133 -0.66865
H -0.09555 -0.80530 1.74727
H 1.37670 0.17364 1.99355
H -0.21739 0.82592 2.42668
H 1.15559 0.68383 -1.63792
H 2.20543 0.24076 -0.29560
H -1.01067 -1.12354 -1.50367
H -0.08361 -1.61433 -2.81253
H -0.49582 -2.78648 -0.63857
O 0.32481 -2.94187 0.26988
H 0.87111 -3.69225 0.01601
```

Model ii:
25
Properties=species:S:1:pos:R:3 method="wB97M-V/def2-TZVPD" smiles="CC(=O)N(C)C.CCOO"
C 1.94551 0.40226 -1.73908
C 0.83120 0.66516 -0.74727
O 0.13821 1.68454 -0.84526
N 0.91369 -0.00468 0.49834
C 1.84024 -1.10678 0.68522
C 0.58701 0.74125 1.69818
H 2.88401 0.79884 -1.34938
H 2.07796 -0.65369 -1.96155
H 1.70400 0.91859 -2.66489
H 2.87801 -0.75949 0.72738
H 1.74334 -1.82571 -0.12660
H 1.61191 -1.60707 1.62653
H 0.01572 1.62306 1.42048
H -0.01346 0.09915 2.34938
H 1.48953 1.02404 2.24796
C -2.68277 0.22851 0.54523
C -1.83760 -0.96896 0.23865
O -0.90660 -0.73981 -1.23497
O -1.51730 0.10485 -2.19189
H -2.96050 0.76064 -0.36175
H -2.21446 0.91124 1.24975
H -3.61449 -0.10923 1.00934
H -2.41536 -1.75464 -0.24466
H -1.35425 -1.41546 1.10317
H -1.14356 0.98337 -1.93230

It is model i that is the most stable of them.